Entry 1
Molecular formula: C10H40O10
Method: DFT, the ωB97M-V functional and the def2-TZVPD basis

```
! wB97M-V def2-TZVPD RIJCOSX def2/J DEFGRID3
* xyz 0 1
C 15.3824 -27.8382 7.8998
O 14.6711 -28.9673 8.3882
H 14.7765 -26.9450 7.7534
H 16.2005 -27.5987 8.5889
H 15.8555 -28.1770 6.9808
H 14.0908 -28.6888 9.1042
C 18.7108 -21.5211 12.2177
O 18.9309 -20.6364 13.3103
H 17.8413 -22.1608 12.3867
H 18.5910 -20.9084 11.3253
H 19.6025 -22.1199 12.0125
H 19.4117 -21.0846 14.0083
C 16.8608 -23.9441 6.2940
O 16.0164 -23.0138 6.9802
H 17.3262 -23.4500 5.4462
H 17.5788 -24.3931 6.9816
H 16.2095 -24.7569 5.9779
H 16.3982 -22.1323 6.9800
C 18.9511 -21.9391 8.4339
O 20.1296 -21.8719 9.2227
H 18.0855 -22.2720 9.0184
H 18.7580 -20.9558 8.0144
H 19.0541 -22.6783 7.6337
H 20.3104 -22.7717 9.5138
C 15.2598 -24.3892 10.4015
O 15.9812 -24.5284 11.6233
H 14.1894 -24.4531 10.5921
H 15.5210 -23.4406 9.9285
H 15.5686 -25.1553 9.6907
H 15.5545 -23.9781 12.3023
C 12.7585 -24.2177 7.8268
O 13.4001 -22.9844 8.1348
H 12.1261 -24.0423 6.9509
H 13.4747 -25.0087 7.6036
H 12.1126 -24.5267 8.6442
H 14.1546 -22.9184 7.5259
C 15.5732 -27.7375 12.0849
O 16.7910 -27.0419 12.3340
H 15.6058 -28.7268 12.5465
H 14.7681 -27.2007 12.6002
H 15.4151 -27.8582 11.0086
H 16.5686 -26.1193 12.0767
C 13.4924 -23.0537 14.1486
O 14.5755 -22.7571 13.2805
H 12.5305 -22.8907 13.6583
H 13.5995 -24.0766 14.5025
H 13.5484 -22.4118 15.0342
H 14.6857 -21.8188 13.1151
C 16.5953 -22.7779 15.8491
O 16.6334 -23.1625 17.2348
H 15.9289 -21.9149 15.7490
H 17.5704 -22.4595 15.4766
H 16.2021 -23.6161 15.2814
H 16.3737 -22.3977 17.7500
C 11.1304 -25.4026 11.6700
O 11.9026 -26.5304 12.0522
H 10.7720 -25.6033 10.6644
H 10.3142 -25.2520 12.3824
H 11.6937 -24.4614 11.6392
H 12.1975 -26.4508 12.9621
*
```

The LUMO energy is 0.01135 hartree. Its SMILES is CO.CO.CO.CO.CO.CO.CO.CO.CO.CO. As for the HOMO-LUMO gap: 9.8 eV.

=====

Entry 2
Molecular formula: C10H40O10
Method: DFT, the ωB97M-V functional and the def2-TZVPD basis

```
! wB97M-V def2-TZVPD RIJCOSX def2/J DEFGRID3
* xyz 0 1
C 3.8791 -13.0341 15.5784
O 3.6228 -14.2052 14.8202
H 4.7860 -13.0588 16.1826
H 4.0319 -12.1562 14.9508
H 3.0077 -12.6770 16.1272
H 4.1995 -14.1257 14.0568
C 2.1246 -14.3617 12.7891
O 1.8558 -14.2389 11.3829
H 3.1899 -14.1670 12.9127
H 1.4959 -13.6744 13.3552
H 2.0858 -15.3982 13.1243
H 2.4488 -14.8559 10.9478
C -1.7749 -11.1957 15.3100
O -0.6535 -10.6560 15.9390
H -2.6761 -11.3187 15.9108
H -1.8642 -10.6561 14.3672
H -1.6028 -12.1944 14.9087
H -0.9841 -9.8400 16.3216
C -0.9076 -13.0648 12.2512
O -1.7971 -11.9228 12.0736
H -1.4543 -13.9925 12.0820
H -0.0675 -13.0539 11.5567
H -0.3368 -12.9794 13.1759
H -2.5893 -12.0417 12.6028
C 3.5788 -11.8358 17.8791
O 3.2588 -11.0068 18.9744
H 3.4241 -12.9128 17.8148
H 3.1082 -11.5418 16.9410
H 4.6378 -11.7214 17.6477
H 2.4032 -11.2390 19.3428
C -1.4243 -11.6182 18.5696
O -0.8178 -11.3993 19.8288
H -1.4333 -12.6773 18.3117
H -2.4607 -11.3075 18.4378
H -0.8549 -11.0987 17.7989
H -1.3385 -10.8249 20.3949
C 2.7542 -9.5518 16.2754
O 2.5388 -10.4164 15.2096
H 2.5272 -10.1374 17.1663
H 3.7790 -9.1808 16.2920
H 1.9815 -8.7835 16.3024
H 1.8719 -10.9759 15.6144
C 0.8282 -13.0664 15.6995
O 1.2236 -11.9103 16.2667
H 1.7514 -13.6433 15.7534
H -0.0082 -13.4569 16.2794
H 0.5188 -12.8828 14.6706
H 0.3925 -11.4358 16.3430
C 1.6623 -11.4268 12.7251
O 2.2480 -12.1948 11.6906
H 1.9498 -10.3908 12.5457
H 0.5918 -11.6319 12.7242
H 2.0693 -11.8119 13.6601
H 1.9367 -13.0998 11.7655
C -0.6235 -15.5031 16.9762
O -0.0534 -16.2631 15.9336
H -1.0505 -14.5781 16.5888
H -1.3172 -16.0889 17.5793
H 0.0895 -15.2166 17.7493
H 0.4086 -16.9905 16.3567
*
```

The LUMO energy is 0.00534 hartree. As for the HOMO-LUMO gap: 8.7 eV.

=====

Pick the most stable structure from those above. Pick: entry 1